No. 1
{
  "formula": "C64H47N6OW",
  "method": "ωB97M-V with the def2-TZVPD basis set",
  "multiplicity": 1,
  "charge": 3,
  "e_lumo_ev": [-10.124, -10.120],
  "homo_energy_ha": [-0.547, -0.547],
  "gap_ev": [4.8, 4.8],
  "species": ["W", "C", "C", "C", "C", "C", "C", "C", "C", "C", "C", "C", "N", "C", "C", "C", "C", "C", "C", "C", "C", "C", "C", "C", "C", "C", "N", "C", "C", "C", "C", "C", "C", "C", "C", "C", "C", "C", "C", "N", "C", "C", "N", "C", "C", "C", "C", "C", "C", "H", "H", "H", "H", "H", "H", "H", "H", "H", "H", "H", "H", "H", "H", "H", "H", "H", "H", "H", "H", "H", "H", "H", "H", "H", "H", "H", "H", "C", "C", "N", "C", "C", "C", "C", "C", "C", "C", "C", "C", "N", "C", "H", "H", "H", "H", "H", "H", "H", "H", "C", "O", "H", "H", "H", "H", "C", "C", "C", "C", "C", "C", "C", "H", "H", "H", "H", "H", "H", "H"],
  "coordinates": [[0.527463, -0.070706, -0.037608], [2.570291, -5.028862, 5.602444], [1.285826, -4.604451, 5.281875], [1.136089, -3.655272, 4.209953], [2.235881, -3.135415, 3.561541], [3.508572, -3.560903, 3.855653], [3.687983, -4.498046, 4.867688], [1.955413, -2.252219, 2.445010], [2.351904, -2.356802, 1.113008], [3.072382, -3.556584, 0.611619], [3.487288, -3.234069, -0.652222], [2.882625, -1.942367, -0.990078], [2.120549, -1.415844, 0.138090], [3.015842, -1.349973, -2.253157], [2.369853, -0.177828, -2.464462], [2.548389, 0.486778, -3.752613], [2.026956, 1.706563, -3.670358], [1.398963, 1.812026, -2.435246], [0.527624, 2.871915, -2.127394], [0.408647, 4.082364, -3.021491], [0.975169, 5.297480, -2.578222], [0.824047, 6.465373, -3.326223], [0.174439, 6.452299, -4.556188], [-0.363610, 5.278791, -5.030355], [-0.262725, 4.137614, -4.296743], [-0.107341, 2.912565, -0.766214], [0.265838, 2.069945, 0.264640], [-0.364165, 2.668028, 1.389374], [-0.115506, 2.228139, 2.701175], [-0.709612, 3.134749, 3.739064], [-0.385853, 4.518227, 3.878925], [-1.003075, 5.303313, 4.847632], [-1.971257, 4.722707, 5.654565], [-2.322542, 3.423049, 5.526639], [-1.685036, 2.579736, 4.614684], [0.622792, 1.059992, 2.955985], [0.989059, 0.711692, 4.289727], [1.474086, -0.541694, 4.303879], [1.462276, -0.992694, 2.921631], [0.913099, 0.047217, 2.080209], [-1.020335, 3.905599, 0.953856], [-0.909656, 3.969362, -0.381907], [1.546389, 0.602542, -1.669839], [3.774720, -2.049478, -3.295501], [5.013619, -1.536889, -3.714509], [5.838934, -2.249716, -4.537638], [5.415564, -3.465121, -5.087233], [4.146285, -3.976412, -4.722069], [3.370691, -3.291785, -3.785560], [2.819314, -5.742676, 6.352017], [0.437575, -5.034033, 5.876564], [0.164398, -3.275297, 4.013969], [4.407755, -3.186335, 3.394493], [4.632546, -5.018051, 5.035102], [3.249831, -4.382159, 1.240059], [4.216017, -3.743801, -1.220177], [3.061954, 0.044587, -4.577241], [1.965542, 2.413111, -4.461730], [1.480736, 5.349702, -1.654606], [1.146114, 7.458833, -2.924144], [0.057380, 7.395947, -5.009114], [-0.899324, 5.301558, -5.992669], [-0.710168, 3.233805, -4.693773], [0.374940, 4.924904, 3.248474], [-0.763157, 6.319633, 4.968638], [-2.458305, 5.413348, 6.356506], [-3.064422, 3.054953, 6.223011], [-1.921829, 1.525771, 4.593670], [0.841034, 1.501699, 5.036620], [1.884731, -1.168230, 5.097833], [-1.576644, 4.563366, 1.675600], [-1.118811, 4.822851, -1.064159], [5.436086, -0.620491, -3.312501], [6.773848, -1.816352, -4.913711], [6.039923, -4.002420, -5.751632], [3.802445, -4.896272, -5.158343], [2.459479, -3.740019, -3.511258], [-2.109458, 1.192358, -3.547257], [-1.078014, 0.622112, -2.767991], [-1.142166, 0.591210, -1.452927], [-2.266446, 1.145018, -0.840145], [-3.230917, 1.851852, -1.550766], [-3.117631, 1.941785, -2.970329], [-4.368393, 2.340215, -0.811087], [-4.552095, 2.016790, 0.470014], [-3.622278, 1.166169, 1.161230], [-3.905902, 0.620311, 2.417349], [-3.051747, -0.282050, 2.928797], [-1.890136, -0.645274, 2.230369], [-1.538244, -0.110426, 1.024393], [-2.479087, 0.753131, 0.526572], [-1.998298, 0.974435, -4.625328], [-0.336532, 0.095314, -3.338704], [-3.874915, 2.408064, -3.610230], [-5.111493, 2.888046, -1.398671], [-5.399813, 2.351975, 1.064697], [-4.821374, 0.887444, 2.898959], [-3.176475, -0.700589, 3.911278], [-1.258421, -1.291747, 2.768272], [-2.819425, -4.637134, 2.348579], [-1.923992, -3.764095, 1.510749], [-2.628331, -5.681368, 2.037091], [-3.830776, -4.336869, 2.130210], [-2.597840, -4.510236, 3.384514], [-1.947399, -4.079540, 0.594099], [-0.293561, -1.985909, -0.773137], [-1.553423, -2.138698, -1.482859], [-2.820372, -2.128216, -0.901582], [-3.912459, -2.454378, -1.662489], [-3.795510, -2.769485, -2.978926], [-2.549802, -2.630007, -3.622421], [-1.461887, -2.346400, -2.840443], [0.590874, -2.386678, -1.421085], [-0.266882, -2.393012, 0.247432], [-2.978260, -1.933494, 0.152186], [-4.890041, -2.529017, -1.239497], [-4.692769, -3.016800, -3.498058], [-2.240454, -2.748263, -4.643497], [-0.501637, -2.549372, -3.352897]],
  "atomic_forces_ev_per_a": [[-2.1, -0.2, 1.7], [1.1, 1.4, -1.8], [-0.1, 0.3, -0.2], [0.2, -1.4, 2.5], [-0.4, -1.2, -0.9], [1.2, -1.1, 1.2], [-1.3, -1.2, 0.4], [-0.1, 3.3, -0.1], [-0.4, -2.4, 1.1], [-0.7, 3.2, -0.7], [-1.3, 1.4, 1.7], [0.3, -0.8, 0.7], [1.5, -0.3, -2.4], [-0.8, -1.4, 2.3], [0.0, 1.7, -2.7], [0.5, -1.1, 0.9], [0.0, -0.1, -0.7], [-2.3, 1.3, 1.5], [0.1, -0.5, 2.2], [-0.2, 0.9, -0.9], [-0.9, -0.3, -1.0], [0.1, 0.7, 0.3], [0.5, -0.1, 1.6], [-0.5, 0.7, -1.2], [0.6, -1.9, 1.7], [2.7, -0.6, -3.4], [-1.2, 0.4, -0.3], [0.8, 0.5, -0.4], [-0.3, 1.3, -1.2], [-0.4, -0.3, 1.4], [-0.3, -1.2, 0.1], [0.0, -1.8, -0.7], [0.1, 2.4, 0.2], [-0.3, -1.5, 0.3], [0.7, 1.0, -0.3], [-0.9, 0.5, 0.9], [-0.7, 1.8, 0.0], [0.5, -1.4, -1.2], [-0.7, 0.7, -0.8], [1.4, -1.5, -0.2], [-1.0, -1.0, 2.9], [0.2, 2.1, -1.0], [0.6, 0.6, 0.1], [1.1, -0.3, -0.4], [-0.1, 0.4, 0.9], [0.4, -0.6, -1.7], [-1.6, 0.3, 1.2], [1.3, 0.9, 0.1], [1.0, 0.3, -0.9], [-0.3, -0.5, 0.5], [0.7, 0.7, -0.9], [-0.8, 0.1, -0.4], [-0.1, 0.2, -0.5], [0.0, 0.7, 0.1], [0.4, -0.9, 0.4], [0.3, -0.5, -0.8], [0.2, -0.2, -0.2], [0.1, 0.6, -0.2], [0.5, -0.1, 1.0], [0.0, -1.2, -0.3], [-0.2, 0.7, -0.9], [0.3, -0.3, 0.6], [0.0, -0.1, 0.1], [0.4, 0.3, -0.3], [0.4, 1.1, 0.0], [0.1, -0.7, -0.1], [-0.1, -0.3, -0.2], [0.0, 0.0, -0.1], [0.3, -0.9, 0.1], [-0.3, 0.5, -0.2], [0.8, -0.7, -1.1], [-0.2, -0.9, 0.7], [-0.5, 0.1, 0.1], [-0.3, -0.2, 0.5], [0.5, -0.4, -0.6], [-0.1, -0.2, 0.0], [-1.2, -0.3, 0.5], [0.3, 0.2, -0.4], [-1.7, -0.1, -0.1], [-0.1, 0.1, 0.8], [0.7, -0.9, -0.5], [-0.2, 0.1, 0.0], [0.4, -1.1, -0.2], [-0.2, 0.3, -1.5], [0.0, 0.0, 1.1], [-0.8, 0.0, 0.0], [-0.5, 0.6, -0.7], [1.1, -0.8, 0.1], [0.0, 1.5, -1.0], [-0.7, 0.0, 1.8], [1.4, 0.0, -1.8], [-0.4, 0.6, 0.6], [0.6, -0.1, 0.4], [0.2, 0.0, 0.5], [0.2, 0.0, 0.5], [0.0, 0.0, -0.4], [-0.4, 0.2, 0.5], [-0.2, -0.3, 0.1], [1.2, -0.8, -0.1], [1.1, 0.0, -2.4], [-0.4, -0.5, 1.0], [-0.3, 0.5, 0.4], [-0.5, -0.1, 0.1], [0.4, 0.3, 0.5], [-0.2, -0.1, 0.5], [2.3, 0.8, -1.1], [-0.2, 0.0, 0.5], [0.4, 0.2, 0.6], [-0.3, -0.2, 0.4], [0.7, 0.6, -2.0], [-0.5, 0.0, 0.7], [0.9, -1.1, -0.9], [-1.7, 0.3, 1.3], [0.1, -0.3, 0.3], [0.2, -0.1, -0.1], [-0.4, 0.1, 0.5], [-0.3, -0.3, -0.6], [-1.1, -0.5, -0.6], [-0.2, 0.7, 0.6]]
}

***

No. 2
{
  "formula": "C64H48Cl2N4O5SiTi",
  "method": "ωB97M-V with the def2-TZVPD basis set",
  "multiplicity": 2,
  "charge": -1,
  "e_lumo_ev": [1.614, 1.160],
  "homo_energy_ha": [-0.115, -0.159],
  "gap_ev": [4.7, 5.5],
  "e_above_lowest_kcal_mol": 0.00,
  "species": ["Ti", "C", "C", "C", "C", "C", "C", "C", "C", "C", "C", "C", "N", "C", "C", "C", "C", "C", "C", "C", "C", "C", "C", "C", "C", "C", "N", "C", "C", "C", "C", "C", "C", "C", "C", "C", "C", "C", "C", "N", "C", "C", "N", "C", "C", "C", "C", "C", "C", "H", "H", "H", "H", "H", "H", "H", "H", "H", "H", "H", "H", "H", "H", "H", "H", "H", "H", "H", "H", "H", "H", "H", "H", "H", "H", "H", "H", "O", "H", "H", "O", "H", "H", "Cl", "C", "Cl", "C", "O", "O", "H", "O", "Si", "C", "C", "C", "C", "C", "C", "C", "C", "C", "C", "C", "C", "C", "C", "C", "C", "C", "C", "H", "H", "H", "H", "H", "H", "H", "H", "H", "H", "H", "H", "H", "H", "H"],
  "coordinates": [[-0.177877, -0.625996, 0.612712], [-3.165783, 6.596083, 1.197002], [-2.950334, 5.850914, 2.349350], [-2.421718, 4.571672, 2.261272], [-2.102432, 4.024309, 1.020103], [-2.328558, 4.771354, -0.129784], [-2.855984, 6.052189, -0.041280], [-1.534975, 2.650982, 0.946592], [-2.295352, 1.668823, 0.332305], [-3.563978, 1.858905, -0.281759], [-3.994668, 0.642036, -0.718361], [-3.022097, -0.323085, -0.309728], [-1.973022, 0.317736, 0.295206], [-3.214690, -1.718443, -0.211492], [-2.699819, -2.296995, 1.002321], [-3.387185, -3.178128, 1.862835], [-2.556733, -3.425866, 2.934704], [-1.370374, -2.708510, 2.705921], [-0.126652, -2.987464, 3.301479], [-0.093648, -3.951455, 4.430616], [0.527191, -5.191817, 4.325661], [0.552093, -6.060066, 5.408847], [-0.048793, -5.700575, 6.606216], [-0.678444, -4.467116, 6.715247], [-0.701375, -3.598105, 5.635290], [1.033676, -2.413692, 2.866184], [1.072141, -1.288748, 2.042882], [2.369445, -0.829350, 2.082326], [2.701905, 0.504935, 1.918280], [4.127034, 0.881429, 2.102693], [5.093626, 0.310217, 1.273157], [6.437694, 0.612830, 1.436756], [6.840745, 1.490279, 2.433667], [5.890474, 2.043868, 3.280435], [4.547275, 1.734709, 3.122376], [1.690814, 1.486220, 1.809363], [1.850355, 2.887778, 2.047824], [0.625139, 3.462270, 1.884926], [-0.270937, 2.435055, 1.484017], [0.385124, 1.213456, 1.502719], [3.197550, -1.792377, 2.768277], [2.369810, -2.717664, 3.294932], [-1.493891, -1.959808, 1.543076], [-3.985232, -2.494215, -1.171676], [-4.426758, -1.927031, -2.380061], [-5.125339, -2.665172, -3.317733], [-5.389440, -4.011884, -3.105141], [-4.906918, -4.609306, -1.947701], [-4.213772, -3.872247, -1.004423], [-3.572482, 7.597491, 1.265037], [-3.198423, 6.265263, 3.318621], [-2.256447, 3.978339, 3.152751], [-2.076811, 4.345766, -1.093366], [-3.016268, 6.627426, -0.944817], [-4.084942, 2.799963, -0.346834], [-4.948463, 0.410069, -1.160938], [-4.390705, -3.539634, 1.710571], [-2.739059, -4.082715, 3.769564], [0.975177, -5.479585, 3.382228], [1.037458, -7.023488, 5.313370], [-0.028850, -6.378620, 7.450263], [-1.150331, -4.178640, 7.646330], [-1.178547, -2.628414, 5.713619], [4.773188, -0.389902, 0.509985], [7.173722, 0.159157, 0.783918], [7.888958, 1.731379, 2.558389], [6.197150, 2.711095, 4.076654], [3.814498, 2.139443, 3.809123], [2.775799, 3.379155, 2.295525], [0.369846, 4.505647, 1.977167], [4.262896, -1.706111, 2.901046], [2.639013, -3.540869, 3.935956], [-4.162997, -0.907004, -2.610214], [-5.447317, -2.187583, -4.235866], [-5.929293, -4.592417, -3.842396], [-5.050221, -5.671235, -1.788015], [-3.803193, -4.379551, -0.144929], [-1.538988, 0.518884, 3.886059], [-0.661498, 0.602013, 3.486834], [-2.019707, -0.049477, 3.272191], [2.794749, -1.733228, -0.730336], [2.275813, -0.916621, -0.875109], [3.042270, -2.049109, -1.604891], [1.552484, -4.722710, -2.440183], [0.269727, -3.511574, -2.348579], [-1.274270, -4.154453, -2.954095], [0.058814, -2.988932, -0.916073], [0.355442, -3.647885, 0.050402], [-0.462951, -1.794626, -0.940622], [0.535828, -2.688866, -3.002008], [0.846832, 0.313863, -0.869226], [0.826010, 0.980925, -2.338342], [0.550882, 2.844931, -2.427260], [-0.126071, 3.480436, -3.471771], [-0.090286, 4.862566, -3.618517], [0.624228, 5.639982, -2.718170], [1.300535, 5.028564, -1.671817], [1.266791, 3.648411, -1.538114], [-0.419115, 0.174413, -3.492712], [-1.757559, 0.575665, -3.445236], [-2.704017, 0.032356, -4.302465], [-2.335635, -0.946737, -5.214306], [-1.018031, -1.378064, -5.262843], [-0.073234, -0.814194, -4.415677], [2.550138, 0.880018, -3.107413], [2.749867, 0.914754, -4.490919], [4.025053, 0.969851, -5.036463], [5.135573, 1.007756, -4.204072], [4.960416, 1.007460, -2.828033], [3.681115, 0.948646, -2.291935], [-0.669152, 2.889729, -4.200520], [-0.613944, 5.330728, -4.443826], [0.651014, 6.717327, -2.829394], [1.857817, 5.625238, -0.959043], [1.836079, 3.181831, -0.744066], [-2.067086, 1.324804, -2.722566], [-3.732603, 0.370470, -4.253601], [-3.073310, -1.376997, -5.880532], [-0.727427, -2.153357, -5.961271], [0.956281, -1.152587, -4.480964], [1.893416, 0.903415, -5.156747], [4.152276, 0.989971, -6.112351], [6.130990, 1.055985, -4.628838], [5.818435, 1.059147, -2.168376], [3.557368, 0.981915, -1.217351]],
  "atomic_forces_ev_per_a": [[0.1, 1.0, -0.6], [0.0, 0.0, 0.0], [0.0, 0.0, 0.0], [0.0, 0.0, 0.0], [0.1, 0.0, 0.0], [0.0, 0.1, 0.0], [0.0, 0.0, 0.0], [0.0, 0.0, 0.0], [0.0, 0.0, 0.1], [0.0, 0.0, 0.0], [0.0, 0.0, 0.0], [0.0, -0.1, 0.1], [-0.2, 0.2, -0.1], [0.1, 0.1, 0.1], [0.0, 0.0, 0.0], [0.0, 0.0, 0.0], [0.0, 0.0, 0.0], [0.0, -0.1, -0.2], [0.1, 0.0, 0.0], [0.0, 0.0, 0.0], [0.0, 0.0, -0.1], [0.0, 0.0, 0.0], [0.0, 0.0, 0.0], [0.0, 0.0, 0.0], [0.1, 0.0, 0.0], [-0.1, 0.0, 0.1], [0.1, -0.3, -0.3], [-0.1, 0.3, 0.4], [0.1, -0.1, 0.0], [0.0, 0.0, 0.0], [0.0, 0.0, 0.0], [0.0, 0.0, 0.0], [0.0, 0.0, 0.0], [0.0, 0.0, 0.0], [0.0, 0.0, 0.0], [-0.1, 0.1, 0.0], [0.0, 0.0, -0.1], [0.0, 0.0, -0.1], [0.0, 0.0, 0.1], [0.1, 0.2, 0.1], [0.0, -0.1, -0.1], [0.1, 0.0, 0.0], [-0.2, -0.1, 0.2], [-0.1, 0.0, 0.0], [0.0, 0.0, 0.1], [0.0, 0.0, 0.0], [0.0, 0.0, 0.0], [0.0, 0.0, 0.0], [0.0, 0.0, 0.0], [0.0, 0.0, 0.0], [0.0, 0.0, 0.0], [0.0, 0.0, 0.0], [0.1, 0.0, 0.0], [0.0, 0.0, 0.0], [0.0, 0.0, 0.0], [0.0, 0.0, 0.0], [0.0, 0.0, 0.0], [0.0, 0.0, 0.0], [0.0, 0.0, 0.0], [0.0, 0.0, 0.0], [0.0, 0.0, 0.0], [0.0, 0.0, 0.0], [0.0, 0.0, 0.0], [0.0, 0.0, -0.1], [0.0, 0.0, 0.0], [0.0, 0.0, 0.0], [0.0, 0.0, 0.0], [0.0, 0.0, 0.0], [0.0, 0.0, 0.0], [0.0, 0.0, 0.0], [0.0, 0.0, 0.0], [0.0, 0.0, 0.0], [-0.1, -0.1, 0.1], [0.0, 0.0, 0.0], [0.0, 0.0, 0.0], [0.0, 0.0, 0.0], [0.0, 0.0, 0.0], [0.0, 0.0, 0.1], [-0.1, 0.0, 0.0], [0.0, 0.0, 0.0], [0.1, 0.1, 0.0], [0.1, -0.2, -0.1], [0.0, 0.0, 0.0], [0.0, 0.0, 0.0], [-0.1, 0.1, 0.0], [0.0, 0.0, 0.0], [-0.1, -0.2, 0.0], [0.0, -0.1, 0.0], [0.3, -0.5, 0.1], [0.0, -0.1, 0.0], [0.1, 0.0, 0.4], [0.0, -0.2, -0.1], [-0.1, 0.0, 0.1], [0.0, 0.0, 0.0], [0.0, 0.0, 0.0], [-0.1, 0.0, 0.0], [0.0, 0.0, 0.1], [0.0, 0.0, 0.0], [-0.1, 0.1, -0.1], [0.1, 0.0, 0.0], [0.1, 0.0, -0.1], [0.0, 0.0, 0.0], [0.0, 0.0, 0.0], [0.0, 0.0, 0.0], [0.0, 0.0, 0.0], [0.0, 0.0, 0.0], [0.0, 0.0, 0.0], [0.0, 0.0, 0.0], [0.0, 0.0, 0.0], [0.0, 0.0, 0.0], [0.0, 0.0, 0.0], [0.0, 0.0, 0.0], [0.0, 0.0, 0.0], [0.0, 0.0, 0.0], [0.0, 0.0, 0.1], [0.0, 0.0, 0.0], [0.0, 0.0, 0.0], [0.0, 0.0, 0.0], [0.0, 0.0, 0.0], [0.0, 0.0, 0.0], [0.0, 0.0, 0.0], [0.0, 0.0, 0.0], [0.0, 0.0, 0.0], [0.0, 0.0, 0.0], [0.0, -0.1, 0.1]]
}